No. 1
Here is 6 unconnected molecules or ions with the total composition C11H15Cl8N3O6 at a distorted geometry from OMol25. Energies are from wB97M-V/def2-TZVPD.

Last column: Löwdin spin population.
CARTESIAN COORDINATES (ANGSTROEM)
C: 2.21 2.40 -2.59  0.000
Cl: 1.08 2.61 -1.29  0.000
Cl: 1.31 2.01 -4.06  0.000
Cl: 3.24 3.78 -2.67  0.001
Cl: 3.26 0.92 -2.21  0.003
C: -1.92 0.59 0.77  0.001
Cl: -1.85 -1.15 0.35  0.006
Cl: -3.55 1.16 1.42  0.001
Cl: -0.60 1.03 2.00  0.000
Cl: -1.57 1.60 -0.69  0.000
C: 1.34 2.80 4.42  0.000
N: 1.95 3.56 3.39  0.000
O: 1.59 3.26 2.24  0.000
O: 2.78 4.49 3.68  0.000
H: 0.66 2.08 3.95  0.000
H: 0.96 3.37 5.27  0.000
H: 2.13 2.15 4.81  0.000
C: -0.24 5.26 0.14  0.000
N: -0.19 6.10 -1.11  0.000
O: -1.31 6.56 -1.41  0.000
O: 0.84 6.28 -1.75  0.000
H: -0.64 4.32 -0.22  0.000
H: -0.85 5.49 1.01  0.000
H: 0.73 5.07 0.60  0.000
C: -2.83 -4.49 1.34  0.000
N: -3.41 -5.87 1.09  0.000
O: -3.34 -6.70 1.94  0.000
O: -3.94 -6.00 -0.03  0.000
H: -1.79 -4.66 1.59  0.000
H: -3.27 -3.81 2.07  0.000
H: -2.89 -3.95 0.40  0.000
C: 0.16 -3.92 -0.98  0.272
C: 1.46 -4.05 -1.12  0.058
C: 2.21 -3.50 -2.16  0.159
C: 1.57 -2.81 -3.10  0.309
C: 0.18 -2.66 -3.05  0.047
C: -0.50 -3.19 -1.91  0.117
H: -0.37 -4.38 -0.16  0.011
H: 1.97 -4.58 -0.33  -0.001
H: 3.28 -3.60 -2.23  0.004
H: 2.04 -2.23 -3.88  0.011
H: -0.29 -2.08 -3.83  -0.001
H: -1.56 -3.25 -1.74  0.002

Output
* ⟨S²⟩: 0.77
* multiplicity: 2
* HOMO (alpha / beta): -0.4658 / -0.4658 hartree
* net charge: +1

***

No. 2
Here is a single C11H15ClO2S molecule at a distorted geometry from OMol25. Energies are from wB97M-V/def2-TZVPD.

Last column: Löwdin charge in e.
CARTESIAN COORDINATES (ANGSTROEM)
C: 1.66 0.33 -2.48  -0.043
C: 0.86 0.19 -1.19  -0.154
C: 0.45 1.32 -0.43  -0.157
C: 0.67 2.76 -0.89  -0.047
C: -0.20 1.13 0.82  -0.195
C: -0.47 2.26 1.78  -0.056
C: -0.63 -0.16 1.21  -0.203
S: -1.71 -0.48 2.67  0.466
O: -1.55 -1.84 3.21  -0.353
O: -1.46 0.49 3.75  -0.361
Cl: -3.66 -0.21 1.95  0.344
C: -0.38 -1.24 0.33  -0.184
C: -1.07 -2.61 0.47  -0.054
C: 0.52 -1.10 -0.75  -0.170
C: 1.06 -2.34 -1.48  -0.043
H: 1.69 -0.58 -3.11  0.066
H: 1.20 1.06 -3.16  0.076
H: 2.73 0.65 -2.33  0.106
H: 1.44 3.29 -0.24  0.111
H: -0.25 3.33 -0.84  0.075
H: 0.91 2.79 -1.96  0.064
H: 0.12 2.13 2.69  0.092
H: -0.11 3.22 1.39  0.065
H: -1.54 2.38 2.03  0.090
H: -0.52 -3.25 1.14  0.089
H: -2.10 -2.47 0.84  0.055
H: -1.21 -3.12 -0.49  0.079
H: 1.02 -3.19 -0.81  0.069
H: 2.09 -2.24 -1.78  0.074
H: 0.44 -2.49 -2.37  0.098

Output
* structure (SMILES): Cc1c(C)c(C)c(S(=O)(=O)Cl)c(C)c1C
* ΔE to the lowest compared entry with this formula, charge and spin: 0.000 eV
* HOMO: -0.3294 hartree
* net charge: 0

***

No. 3
Here is 2 unconnected molecules or ions with the total composition C11H15ClOSe at a distorted geometry from OMol25. Energies are from wB97M-V/def2-TZVPD.

Last column: Löwdin charge in e.
CARTESIAN COORDINATES (ANGSTROEM)
C: -2.81 2.78 -0.15  -0.103
C: -2.00 2.83 0.93  -0.091
C: -2.34 2.48 -1.41  -0.068
C: -0.66 2.47 0.77  -0.105
C: -0.98 2.29 -1.58  -0.123
C: -0.19 2.16 -0.48  -0.478
C: 0.96 -2.63 -0.71  -0.019
C: -0.84 -1.72 0.68  -0.013
C: 3.35 -0.25 0.40  -0.776
C: 1.99 0.34 0.71  -0.509
C: -0.05 -1.54 -0.57  -0.536
O: -0.31 -0.75 -1.46  0.005
Cl: 4.75 0.84 0.31  0.482
Se: 1.65 1.63 -0.68  1.171
H: -3.88 3.21 -0.03  0.139
H: -2.37 3.18 1.85  0.094
H: -2.99 2.30 -2.21  0.097
H: -0.14 2.05 1.69  0.132
H: -0.71 1.85 -2.52  0.104
H: 1.62 -2.24 -1.36  0.037
H: 0.40 -3.44 -1.11  0.091
H: 1.37 -3.05 0.23  0.104
H: -1.22 -0.73 0.92  0.087
H: -0.26 -2.25 1.30  0.027
H: -1.75 -2.33 0.33  0.129
H: 3.55 -0.71 1.46  0.097
H: 3.34 -0.70 -0.55  0.017
H: 2.14 1.07 1.52  0.001
H: 1.39 0.74 -1.87  0.006

Output
* HOMO: -0.2781 hartree
* net charge: 0

***

No. 4
Here is a gas-phase ion, C11H15FN3 (charge +1) at a distorted geometry from OMol25. Energies are from wB97M-V/def2-TZVPD.

Last column: Löwdin charge in e.
CARTESIAN COORDINATES (ANGSTROEM)
C: -2.57 0.28 -0.95  -0.032
C: -1.44 -0.51 -0.19  -0.492
C: -0.91 -1.55 -1.21  -0.034
C: -2.01 -1.28 1.04  0.016
N: -0.42 0.43 0.34  0.083
C: -0.58 1.65 0.82  0.014
C: 0.50 2.58 1.00  -0.019
C: 1.69 2.36 0.38  -0.031
N: 1.92 1.09 -0.01  0.034
C: 3.09 0.65 -0.86  -0.019
N: 3.40 -0.57 -0.94  0.106
C: 2.67 -1.54 -0.30  -0.030
C: 1.64 -1.21 0.48  -0.201
F: 0.96 -2.22 1.14  0.060
C: 1.10 0.12 0.65  -0.141
H: -3.41 -0.34 -1.36  0.115
H: -3.18 0.82 -0.29  0.053
H: -2.25 0.86 -1.79  0.085
H: -0.46 -2.43 -0.76  0.073
H: -0.24 -0.99 -1.99  0.133
H: -1.73 -2.06 -1.70  0.086
H: -1.31 -1.13 1.79  0.049
H: -2.95 -0.67 1.20  0.109
H: -2.15 -2.33 0.93  0.089
H: -1.54 1.98 1.01  0.128
H: 0.25 3.55 1.42  0.124
H: 2.21 3.27 0.06  0.162
H: 3.43 1.42 -1.47  0.117
H: 3.15 -2.56 -0.21  0.166
H: 1.12 0.30 1.78  0.199

Output
* structure (SMILES): CC(C)(C)[N+]1=CC=CN2C=NC=C(F)[C@@H]21
* ΔE to the lowest compared entry with this formula, charge and spin: 0.940 eV
* HOMO: -0.4803 hartree
* net charge: +1

***

No. 5
Here is a molecular structure, C11H15LaNP at a distorted geometry from OMol25. Energies are from wB97M-V/def2-TZVPD.

Last column: Löwdin charge in e.
CARTESIAN COORDINATES (ANGSTROEM)
C: -0.11 -1.17 -3.54  -0.424
C: -0.36 -0.32 -4.57  -0.313
C: -0.14 1.07 -4.63  -0.198
C: 0.42 1.82 -3.58  -0.287
C: 0.79 1.32 -2.38  -0.445
La: 0.18 -0.45 -1.46  1.315
P: 0.42 -2.87 -0.77  0.599
H: -0.36 -2.22 -3.55  -0.057
H: -0.73 -0.81 -5.46  0.068
H: -0.35 1.58 -5.57  0.068
H: 1.35 1.82 -1.60  -0.021
H: 0.67 2.86 -3.75  0.078
H: 1.67 -3.12 -0.20  -0.127
H: 0.39 -3.81 -1.79  -0.106
H: -0.41 -3.44 0.16  -0.132
C: -0.39 0.94 5.00  -0.042
C: -0.30 0.66 3.53  -0.258
C: 0.87 0.98 2.84  -0.016
C: 0.97 0.69 1.49  -0.110
N: -0.07 0.10 0.83  -0.199
C: -1.22 -0.21 1.49  -0.125
C: -1.35 0.06 2.84  -0.016
H: 0.40 0.40 5.54  0.093
H: -0.27 2.02 5.18  0.094
H: -1.36 0.63 5.41  0.081
H: 1.72 1.44 3.35  0.125
H: 1.88 0.91 0.92  0.118
H: -2.03 -0.69 0.93  0.119
H: -2.28 -0.20 3.35  0.119

Output
* HOMO: -0.1790 hartree
* net charge: 0

***

No. 6
Here is 2 unconnected molecules or ions with the total composition C11H15N at a distorted geometry from OMol25. Energies are from wB97M-V/def2-TZVPD.

Last column: Löwdin charge in e.
CARTESIAN COORDINATES (ANGSTROEM)
C: 2.75 1.98 -2.04  -0.057
C: 1.32 1.64 -1.95  -0.244
C: 0.38 2.37 -2.62  -0.078
N: -0.88 2.00 -2.28  0.070
C: -0.82 0.74 -1.66  -0.153
C: -1.87 0.09 -0.96  -0.035
C: -1.47 -1.05 -0.26  -0.147
C: -0.15 -1.53 -0.29  -0.100
C: 0.96 -0.72 -0.69  -0.002
C: 0.65 0.47 -1.43  -0.081
H: 2.86 2.78 -2.80  0.085
H: 3.38 1.08 -2.36  0.106
H: 3.18 2.33 -1.16  0.044
H: 0.70 3.08 -3.23  0.074
H: -1.67 2.42 -2.73  0.144
H: -2.89 0.50 -0.93  0.113
H: -2.27 -1.70 0.17  0.107
H: -0.02 -2.49 0.19  0.091
H: 1.92 -0.92 -0.36  0.073
C: -1.45 -1.47 3.11  -0.167
C: -0.04 -1.77 3.73  -0.160
H: -1.43 -0.84 2.31  -0.036
H: -1.97 -2.49 2.67  0.121
H: -2.00 -0.81 3.94  0.098
H: 0.38 -2.51 3.12  0.018
H: 0.53 -0.93 3.71  0.017
H: -0.07 -2.27 4.78  0.099

Output
* structure (SMILES): Cc1c[nH]c2ccccc12.CC
* ΔE to the lowest compared entry with this formula, charge and spin: 2.488 eV
* HOMO: -0.2839 hartree
* net charge: 0